[1]
Below is C22H18F5NaO2S3 as an isolated structure, with properties calculated with ωB97M-V/def2-TZVPD.

```
51
Properties=species:S:1:pos:R:3:nbo_charge:R:1
Na 0.1808 -0.7545 -2.2782 0.90
O -1.3640 0.5648 -2.0968 -1.04
S -2.4509 0.6864 -1.0493 1.27
C -1.6651 0.1833 0.5247 -0.62
C -1.2576 1.1798 1.6044 -0.42
C -0.2271 2.2778 1.2865 -0.42
C 0.7078 2.0850 0.1002 -0.62
S 2.0281 0.8219 0.0939 1.27
O 1.6436 -0.1103 -1.0325 -1.03
C 1.7021 -0.0623 1.5968 -0.30
C 1.1209 -1.3172 1.5035 -0.17
C 0.8543 -2.0095 2.6804 -0.21
C 1.1798 -1.4546 3.9098 -0.20
C 1.7992 -0.2102 3.9807 -0.21
C 2.0771 0.4905 2.8168 -0.22
C -2.7170 2.4166 -0.7707 -0.19
C -3.6966 2.7929 0.1396 -0.25
C -3.9192 4.1405 0.3719 -0.19
C -3.1811 5.0938 -0.3223 -0.20
C -2.2338 4.7015 -1.2574 -0.20
C -1.9963 3.3513 -1.4940 -0.24
H -0.8135 -0.3856 0.1395 0.27
H -2.3402 -0.5613 0.9481 0.25
H -0.8831 0.5537 2.4192 0.24
H -2.1478 1.6702 1.9997 0.22
H 0.3539 2.4657 2.1903 0.22
H -0.7551 3.2130 1.0816 0.23
H 1.2228 3.0207 -0.1203 0.24
H 0.1643 1.7933 -0.8025 0.26
H 0.8610 -1.7443 0.5390 0.26
H 0.3917 -2.9866 2.6211 0.23
H 0.9651 -1.9994 4.8206 0.22
H 2.0770 0.2073 4.9399 0.22
H 2.5852 1.4475 2.8617 0.22
H -4.2843 2.0451 0.6614 0.23
H -4.6751 4.4444 1.0841 0.22
H -3.3598 6.1458 -0.1413 0.22
H -1.6793 5.4478 -1.8120 0.22
H -1.2687 3.0199 -2.2237 0.25
F 4.3654 -5.5229 -3.7056 -0.29
C 3.2625 -4.9738 -3.1888 0.24
C 2.8223 -3.7414 -3.6228 0.27
F 3.5026 -3.0849 -4.5677 -0.29
C 1.6779 -3.2023 -3.0670 0.28
F 1.3198 -1.9716 -3.5371 -0.35
C 0.9121 -3.8122 -2.0774 -0.24
S -0.5571 -3.1147 -1.3814 -0.53
C 1.4062 -5.0519 -1.6737 0.29
F 0.7752 -5.7449 -0.7199 -0.30
C 2.5463 -5.6269 -2.2043 0.31
F 2.9680 -6.8171 -1.7687 -0.30
```

- lowest unoccupied orbital energy (eV) = 0.0
- E_HOMO (hartree) = -0.254
- frontier orbital gap (eV) = 6.9
- E_tot (eV) = -77709.9695

---

[2]
Below is C22H18F6N2O4RhS2Te as an isolated structure, with properties calculated with ωB97M-V/def2-TZVPD.

```
56
Properties=species:S:1:pos:R:3:nbo_charge:R:1
Rh 1.2377 0.8807 -0.1045 0.65
F 5.2103 2.0558 0.4562 -0.30
C 4.8488 3.1011 -0.2822 0.76
F 5.6069 3.1797 -1.3602 -0.28
F 4.9435 4.2083 0.4322 -0.28
S 3.0951 2.9040 -0.8267 2.20
O 2.3158 2.7052 0.4175 -0.95
O 2.7709 4.0237 -1.6338 -0.85
N 3.1578 1.4395 -1.4999 -1.24
S 2.3321 1.1385 -2.8579 2.20
O 2.4395 -0.2630 -3.1205 -0.91
O 1.0066 1.7071 -2.7034 -0.93
C 3.2161 1.9385 -4.2864 0.77
F 2.4472 1.7725 -5.3513 -0.29
F 4.3662 1.3064 -4.4465 -0.29
F 3.4327 3.2216 -4.0796 -0.28
N 1.8815 0.3580 1.7497 -0.69
C 1.0851 -0.5290 2.5966 0.18
C 1.7724 -1.4631 3.3537 -0.24
C 1.0944 -2.2414 4.2784 -0.19
C -0.2655 -2.0429 4.4585 -0.18
C -0.9460 -1.1220 3.6805 -0.18
C -0.3063 -0.3667 2.6934 -0.12
C -1.0701 0.5139 1.7702 -0.04
C -2.4705 0.5448 1.7427 -0.20
C -3.1610 1.3615 0.8588 -0.19
C -2.4797 2.2508 0.0365 -0.17
C -1.0985 2.2547 0.0964 -0.29
C -0.4049 1.3465 0.8752 -0.04
H 1.9381 1.2678 2.2106 0.43
H 2.8407 0.0212 1.7005 0.42
H 2.8463 -1.5653 3.2437 0.22
H 1.6322 -2.9691 4.8701 0.24
H -0.8025 -2.6113 5.2059 0.24
H -2.0074 -0.9968 3.8366 0.23
H -3.0389 -0.1080 2.3894 0.22
H -4.2413 1.3126 0.8278 0.23
H -3.0084 2.9281 -0.6193 0.24
H -0.5245 2.9745 -0.4845 0.24
C -0.8689 -2.4992 0.2551 -0.67
Te 0.6135 -1.4625 -0.8764 0.93
C -0.9870 -0.8838 -2.1659 -0.62
C -2.1899 -1.6720 -1.7185 -0.10
C -3.3690 -1.6194 -2.4584 -0.18
C -4.4819 -2.3326 -2.0505 -0.19
C -4.4232 -3.1133 -0.9022 -0.19
C -3.2522 -3.1741 -0.1674 -0.22
C -2.1324 -2.4494 -0.5682 0.03
H -0.9971 -2.0448 1.2285 0.25
H -0.4950 -3.5131 0.3933 0.25
H -0.6958 -1.0807 -3.1955 0.26
H -1.1212 0.1902 -2.0407 0.26
H -3.4088 -1.0190 -3.3595 0.22
H -5.3930 -2.2897 -2.6322 0.23
H -5.2878 -3.6822 -0.5873 0.23
H -3.2026 -3.7924 0.7214 0.22
```

- lowest unoccupied orbital energy (eV) = -4.4
- E_HOMO (hartree) = -0.432
- net charge = +1
- frontier orbital gap (eV) = 7.4
- E_tot (eV) = -82545.4047

---

Question: Which value of frontier orbital gap does entry 2 give?
Answer: 7.4 eV

---

What did the second record say?
Below is C22H18F6N2O4RhS2Te as an isolated structure, with properties calculated with ωB97M-V/def2-TZVPD.

```
56
Properties=species:S:1:pos:R:3:nbo_charge:R:1
Rh 1.2377 0.8807 -0.1045 0.65
F 5.2103 2.0558 0.4562 -0.30
C 4.8488 3.1011 -0.2822 0.76
F 5.6069 3.1797 -1.3602 -0.28
F 4.9435 4.2083 0.4322 -0.28
S 3.0951 2.9040 -0.8267 2.20
O 2.3158 2.7052 0.4175 -0.95
O 2.7709 4.0237 -1.6338 -0.85
N 3.1578 1.4395 -1.4999 -1.24
S 2.3321 1.1385 -2.8579 2.20
O 2.4395 -0.2630 -3.1205 -0.91
O 1.0066 1.7071 -2.7034 -0.93
C 3.2161 1.9385 -4.2864 0.77
F 2.4472 1.7725 -5.3513 -0.29
F 4.3662 1.3064 -4.4465 -0.29
F 3.4327 3.2216 -4.0796 -0.28
N 1.8815 0.3580 1.7497 -0.69
C 1.0851 -0.5290 2.5966 0.18
C 1.7724 -1.4631 3.3537 -0.24
C 1.0944 -2.2414 4.2784 -0.19
C -0.2655 -2.0429 4.4585 -0.18
C -0.9460 -1.1220 3.6805 -0.18
C -0.3063 -0.3667 2.6934 -0.12
C -1.0701 0.5139 1.7702 -0.04
C -2.4705 0.5448 1.7427 -0.20
C -3.1610 1.3615 0.8588 -0.19
C -2.4797 2.2508 0.0365 -0.17
C -1.0985 2.2547 0.0964 -0.29
C -0.4049 1.3465 0.8752 -0.04
H 1.9381 1.2678 2.2106 0.43
H 2.8407 0.0212 1.7005 0.42
H 2.8463 -1.5653 3.2437 0.22
H 1.6322 -2.9691 4.8701 0.24
H -0.8025 -2.6113 5.2059 0.24
H -2.0074 -0.9968 3.8366 0.23
H -3.0389 -0.1080 2.3894 0.22
H -4.2413 1.3126 0.8278 0.23
H -3.0084 2.9281 -0.6193 0.24
H -0.5245 2.9745 -0.4845 0.24
C -0.8689 -2.4992 0.2551 -0.67
Te 0.6135 -1.4625 -0.8764 0.93
C -0.9870 -0.8838 -2.1659 -0.62
C -2.1899 -1.6720 -1.7185 -0.10
C -3.3690 -1.6194 -2.4584 -0.18
C -4.4819 -2.3326 -2.0505 -0.19
C -4.4232 -3.1133 -0.9022 -0.19
C -3.2522 -3.1741 -0.1674 -0.22
C -2.1324 -2.4494 -0.5682 0.03
H -0.9971 -2.0448 1.2285 0.25
H -0.4950 -3.5131 0.3933 0.25
H -0.6958 -1.0807 -3.1955 0.26
H -1.1212 0.1902 -2.0407 0.26
H -3.4088 -1.0190 -3.3595 0.22
H -5.3930 -2.2897 -2.6322 0.23
H -5.2878 -3.6822 -0.5873 0.23
H -3.2026 -3.7924 0.7214 0.22
```

- lowest unoccupied orbital energy (eV) = -4.4
- E_HOMO (hartree) = -0.432
- net charge = +1
- frontier orbital gap (eV) = 7.4
- E_tot (eV) = -82545.4047

---

Question: Which of these has the highest E_tot?
Answer: C22H18F5NaO2S3